1.
{
  "formula": "C5H7NO",
  "method": "ωB97M-V/def2-TZVPD",
  "lumo_energy_ev": 0.503,
  "smiles": "C=C=C(O)[C@H]1CN1",
  "homo_energy_ha": -0.3319,
  "orbital_gap_ev": 9.5,
  "relative_energy_kcal_mol": 98.1,
  "species": ["C", "C", "C", "O", "C", "C", "N", "H", "H", "H", "H", "H", "H", "H"],
  "coordinates": [[2.45, -0.56, -0.87], [1.22, -0.12, -0.74], [0.38, 0.15, 0.23], [0.97, -0.03, 1.50], [-1.02, 0.55, 0.42], [-2.11, 0.37, -0.55], [-2.02, -0.50, 0.62], [3.29, 0.13, -0.85], [2.65, -1.62, -0.78], [1.68, 0.63, 1.58], [-1.08, 1.36, 1.16], [-1.86, -0.03, -1.54], [-2.94, 1.06, -0.52], [-1.60, -1.39, 0.35]]
}

***

2.
{
  "formula": "C5H7NO",
  "method": "ωB97M-V/def2-TZVPD",
  "lumo_energy_ev": 0.779,
  "smiles": "Cn1cccc1O",
  "homo_energy_ha": -0.2864,
  "orbital_gap_ev": 8.6,
  "relative_energy_kcal_mol": 15.3,
  "species": ["C", "N", "C", "C", "C", "C", "O", "H", "H", "H", "H", "H", "H", "H"],
  "coordinates": [[1.56, -0.85, 0.66], [0.37, -0.10, 0.32], [-0.20, 0.93, 1.04], [-1.32, 1.36, 0.38], [-1.46, 0.55, -0.79], [-0.40, -0.32, -0.79], [-0.01, -1.33, -1.62], [2.40, -0.57, 0.02], [1.37, -1.92, 0.54], [1.81, -0.65, 1.70], [0.26, 1.27, 1.96], [-1.98, 2.15, 0.69], [-2.25, 0.59, -1.53], [-0.11, -1.03, -2.53]]
}

***

3.
{
  "formula": "C5H7NO",
  "method": "ωB97M-V/def2-TZVPD",
  "lumo_energy_ev": 0.988,
  "smiles": "[H]/N=C1\\OC[C@H]2C[C@@H]12",
  "homo_energy_ha": -0.3597,
  "orbital_gap_ev": 10.8,
  "relative_energy_kcal_mol": 27.1,
  "species": ["H", "N", "C", "O", "C", "C", "C", "C", "H", "H", "H", "H", "H", "H"],
  "coordinates": [[2.70, -1.56, 0.18], [1.75, -1.74, 0.52], [1.00, -0.77, 0.24], [1.38, 0.34, -0.47], [0.43, 1.39, -0.28], [-0.87, 0.73, 0.14], [-1.37, -0.49, -0.57], [-0.44, -0.64, 0.61], [0.42, 2.00, -1.19], [0.76, 2.01, 0.56], [-1.56, 1.35, 0.69], [-1.03, -0.74, -1.57], [-2.40, -0.78, -0.36], [-0.77, -1.10, 1.53]]
}

***

4.
{
  "formula": "C5H7NO",
  "method": "ωB97M-V/def2-TZVPD",
  "lumo_energy_ev": -0.795,
  "smiles": "CC1=CC(=O)N=C1.[H][H]",
  "homo_energy_ha": -0.3709,
  "orbital_gap_ev": 9.3,
  "relative_energy_kcal_mol": 60.2,
  "species": ["C", "C", "C", "C", "O", "N", "C", "H", "H", "H", "H", "H", "H", "H"],
  "coordinates": [[-1.88, 0.61, -0.23], [-0.48, 0.20, 0.08], [0.02, -1.03, 0.28], [1.43, -0.81, 0.77], [2.10, -1.52, 1.47], [1.81, 0.57, 0.44], [0.69, 1.12, 0.17], [-2.00, 1.70, -0.20], [-2.57, 0.18, 0.51], [-2.20, 0.26, -1.21], [-0.47, -1.99, 0.23], [0.62, 2.19, -0.02], [1.82, -0.52, -1.36], [1.24, -0.99, -1.42]]
}

***

5.
{
  "formula": "C5H7NO",
  "method": "ωB97M-V/def2-TZVPD",
  "lumo_energy_ev": [0.551, -4.519],
  "spin_multiplicity": 3,
  "homo_energy_ha": [-0.1424, -0.4042],
  "orbital_gap_ev": [4.4, 6.5],
  "relative_energy_kcal_mol": 107.4,
  "species": ["C", "C", "C", "C", "C", "N", "O", "H", "H", "H", "H", "H", "H", "H"],
  "coordinates": [[-2.08, 1.00, 0.72], [-0.66, 1.13, 0.04], [0.17, -0.06, -0.20], [-0.23, -1.45, 0.32], [1.62, 0.22, -0.52], [-3.12, 0.84, 1.15], [-0.64, 0.50, -1.22], [-0.14, 2.10, 0.11], [-1.12, -1.30, 0.85], [0.47, -1.63, 1.20], [-0.06, -2.30, -0.41], [2.27, -0.55, -0.30], [1.84, 1.16, -0.15], [1.71, 0.32, -1.57]]
}

***

6.
{
  "formula": "C5H7NO2",
  "method": "ωB97M-V/def2-TZVPD",
  "lumo_energy_ev": 0.176,
  "homo_energy_ha": -0.3345,
  "orbital_gap_ev": 9.3,
  "relative_energy_kcal_mol": 199.8,
  "species": ["C", "C", "C", "C", "C", "H", "H", "H", "H", "H", "H", "H", "N", "O", "O"],
  "coordinates": [[-1.23, 1.12, -2.57], [0.12, -0.05, -0.85], [-0.90, -0.41, 0.22], [0.00, -0.93, 1.32], [0.84, -0.06, 2.06], [-1.08, 1.79, -3.60], [1.42, 0.10, -0.56], [-2.18, -0.36, 0.16], [-0.35, -1.80, 1.89], [1.37, -0.45, 3.15], [1.15, 0.76, 1.61], [1.98, -0.55, 0.30], [1.46, -0.99, 1.11], [-2.31, 1.58, -1.95], [-0.29, 0.25, -2.28]]
}

***

7.
{
  "formula": "C5H7NO2",
  "method": "ωB97M-V/def2-TZVPD",
  "lumo_energy_ev": 0.725,
  "smiles": "C=C(C)NC(=O)C=O",
  "homo_energy_ha": -0.3125,
  "orbital_gap_ev": 9.2,
  "relative_energy_kcal_mol": 67.2,
  "species": ["C", "C", "C", "N", "C", "O", "C", "O", "H", "H", "H", "H", "H", "H", "H"],
  "coordinates": [[0.63, -2.07, 0.21], [0.62, -0.83, -0.27], [1.69, -0.23, -1.12], [-0.79, 0.07, 0.01], [-0.51, 1.29, 0.39], [0.31, 2.14, 0.28], [-2.22, 1.77, 0.95], [-2.57, 1.69, 2.10], [1.35, -2.81, -0.14], [-0.14, -2.45, 0.88], [2.39, -1.00, -1.48], [1.27, 0.27, -1.99], [2.29, 0.50, -0.55], [-1.42, -0.51, 0.56], [-2.91, 2.16, 0.17]]
}

***

8.
{
  "formula": "C5H7NO2",
  "method": "ωB97M-V/def2-TZVPD",
  "lumo_energy_ev": 0.291,
  "homo_energy_ha": -0.3080,
  "orbital_gap_ev": 8.7,
  "relative_energy_kcal_mol": 149.3,
  "species": ["C", "C", "C", "C", "C", "H", "H", "H", "H", "H", "H", "H", "N", "O", "O"],
  "coordinates": [[-1.66, -2.08, -0.36], [-0.12, 0.08, -0.15], [-0.60, 2.07, -0.59], [0.74, 0.93, 0.38], [2.06, 0.41, 0.86], [-2.07, -1.53, -1.35], [-1.17, -3.30, -0.89], [-2.59, -2.40, 0.81], [-1.06, 3.04, -1.21], [2.83, 1.24, 1.19], [2.48, -0.34, 0.22], [2.06, 0.15, 1.87], [0.52, 2.24, -0.05], [-0.34, -1.28, -0.11], [-1.09, 0.77, -0.64]]
}

***

9.
{
  "formula": "C5H7NO2",
  "method": "ωB97M-V/def2-TZVPD",
  "lumo_energy_ev": 0.525,
  "smiles": "C[C@]1(O)N2C(=O)[C@@]21C",
  "homo_energy_ha": -0.3479,
  "orbital_gap_ev": 10.0,
  "relative_energy_kcal_mol": 55.9,
  "species": ["C", "C", "O", "N", "C", "O", "C", "C", "H", "H", "H", "H", "H", "H", "H"],
  "coordinates": [[-0.73, -1.72, 0.49], [-0.57, -0.35, -0.12], [-1.73, 0.27, -0.45], [0.69, -0.35, -1.26], [1.67, -0.33, -0.35], [2.79, -0.66, -0.12], [0.56, 0.51, 0.14], [0.51, 2.00, 0.13], [-1.39, -1.64, 1.36], [0.24, -2.12, 0.80], [-1.17, -2.40, -0.23], [-2.36, -0.36, -0.83], [0.27, 2.36, 1.14], [-0.25, 2.37, -0.55], [1.48, 2.41, -0.16]]
}

***

10.
{
  "formula": "C5H7NO2",
  "method": "ωB97M-V/def2-TZVPD",
  "lumo_energy_ev": [-1.255, -1.254],
  "homo_energy_ha": [-0.3620, -0.3620],
  "orbital_gap_ev": [8.6, 8.6],
  "relative_energy_kcal_mol": 81.2,
  "species": ["C", "N", "C", "C", "C", "C", "O", "O", "H", "H", "H", "H", "H", "H", "H"],
  "coordinates": [[-1.66, -0.13, 0.74], [-0.29, 1.38, -0.89], [0.98, 1.07, -0.87], [-0.86, -0.33, -0.52], [0.96, -0.58, -0.32], [1.49, -0.88, 0.88], [2.05, 1.56, -1.07], [-1.22, -1.00, -1.45], [-0.54, 2.32, -1.17], [1.22, -1.22, -1.16], [-1.90, -1.11, 1.16], [-1.15, 0.49, 1.46], [-2.60, 0.36, 0.46], [2.27, -1.62, 1.00], [1.24, -0.29, 1.76]]
}

***

11.
{
  "formula": "C5H7NO2",
  "method": "ωB97M-V/def2-TZVPD",
  "lumo_energy_ev": -0.022,
  "homo_energy_ha": -0.2861,
  "orbital_gap_ev": 7.8,
  "relative_energy_kcal_mol": 141.9,
  "species": ["C", "C", "C", "C", "C", "H", "H", "H", "H", "H", "H", "H", "N", "O", "O"],
  "coordinates": [[2.20, 0.41, -0.13], [0.99, -0.20, -0.23], [-0.60, -1.72, 0.14], [-1.30, -0.60, -0.11], [-0.34, 0.30, -0.23], [2.40, 1.53, 0.51], [2.82, 0.24, -1.18], [2.86, -0.28, 0.56], [-0.89, -2.81, 0.20], [-3.35, -0.19, 0.46], [-2.68, 1.06, -0.20], [0.28, 2.05, 0.88], [-2.62, 0.04, -0.31], [0.76, -1.56, -0.24], [-0.54, 1.74, -0.13]]
}

***

12.
{
  "formula": "C5H7NO2",
  "method": "ωB97M-V/def2-TZVPD",
  "lumo_energy_ev": 0.804,
  "homo_energy_ha": -0.3165,
  "orbital_gap_ev": 9.4,
  "relative_energy_kcal_mol": 103.4,
  "species": ["C", "C", "C", "C", "C", "H", "H", "H", "H", "H", "H", "H", "N", "O", "O"],
  "coordinates": [[-1.20, -0.90, -0.01], [-1.65, 0.70, 0.00], [0.54, 0.32, -0.51], [2.02, -0.06, -0.16], [0.27, -0.85, 0.32], [-2.10, 0.75, 1.01], [-2.44, 0.88, -0.67], [-0.14, 1.68, 0.88], [0.33, -0.03, -1.60], [2.78, -0.19, -0.94], [2.29, 0.44, 0.79], [0.05, -0.79, 1.32], [-0.34, 1.37, -0.15], [-1.88, -1.82, -0.31], [1.47, -1.49, 0.02]]
}